1.
Entry from OMol25: a structure of composition CH2FeLiO (wB97M-V/def2-TZVPD).

XYZ file:
```
6
Properties=species:S:1:pos:R:3:forces:R:3:lowdin_charge:R:1
Fe -0.738 0.565 2.052 1.0 -0.2 0.8 1.075
H -0.099 0.101 0.219 1.0 -0.1 -0.3 -0.079
C 0.938 -0.419 -0.638 2.3 2.4 -2.4 -0.035
H 0.695 -1.458 -0.815 -0.2 -0.7 0.2 0.131
O 1.771 0.235 -1.181 -3.1 -1.7 2.5 0.199
Li -2.567 0.976 0.363 -1.1 0.3 -0.9 0.710
```
Forces are in eV/Å.

Calculated values
Molecular weight (g/mol): 92.81
Calculated total energy (eV): -37685.3765
Multiplicity: 6
Charge: +2


2.
Entry from OMol25: a structure of composition CH2GaO3 (wB97M-V/def2-TZVPD).

XYZ file:
```
7
Properties=species:S:1:pos:R:3:forces:R:3:lowdin_charge:R:1
O 0.215 1.574 -0.261 0.4 -0.7 1.1 -0.054
Ga -0.580 1.962 -1.899 -0.5 2.0 -1.8 1.034
O 0.297 -1.801 1.521 -0.8 -0.1 -0.8 0.140
C -0.190 0.367 -0.442 0.6 -2.6 2.2 -0.351
O -0.812 0.150 -1.545 0.0 -1.1 0.7 -0.050
H 0.054 -0.679 0.511 -0.5 2.3 -2.0 0.207
H 1.016 -1.573 2.114 0.8 0.2 0.7 0.074
```
Forces are in eV/Å.

Calculated values
Molecular weight (g/mol): 131.75
Calculated total energy (eV): -59575.9096
Multiplicity: 1
Charge: +1


3.
Entry from OMol25: an isolated molecule of CH2I2 (wB97M-V/def2-TZVPD).

XYZ file:
```
5
Properties=species:S:1:pos:R:3:forces:R:3:lowdin_charge:R:1
I 3.154 2.156 0.659 0.7 0.5 0.0 0.061
H -0.664 -1.597 -0.706 -0.4 1.9 1.8 0.001
I 0.436 0.406 0.868 -1.3 -0.4 -0.5 0.616
C -1.052 -0.649 -0.101 1.2 -3.1 -2.1 -0.625
H -1.874 -0.315 -0.720 -0.2 1.1 0.7 -0.053
```
Forces are in eV/Å.

Calculated values
Molecular weight (g/mol): 267.83
Relative energy (zero: lowest compared OMol25 entry of this formula, charge and spin) (eV): 0.000
Multiplicity: 3


4.
Entry from OMol25: a structure of composition CH2I2O (wB97M-V/def2-TZVPD).

XYZ file:
```
6
Properties=species:S:1:pos:R:3:forces:R:3:lowdin_charge:R:1
O 0.293 -0.579 0.943 4.1 -1.6 -0.2 -0.158
I 1.739 0.061 -1.530 -0.5 -0.1 0.5 0.730
H -0.285 -0.436 1.624 -2.6 0.8 2.4 0.042
I -1.062 1.830 -0.076 0.2 -0.4 -0.2 0.644
C -0.001 -0.123 -0.245 -0.2 2.1 -1.0 -1.246
H -0.684 -0.752 -0.716 -1.1 -0.7 -1.4 -0.013
```
Forces are in eV/Å.

Calculated values
Molecular weight (g/mol): 283.83
Relative energy (zero: lowest compared OMol25 entry of this formula, charge and spin) (eV): 0.329
Multiplicity: 1


5.
Entry from OMol25: a cluster of 2 separate species, CH2INS in total (wB97M-V/def2-TZVPD).

XYZ file:
```
6
Properties=species:S:1:pos:R:3:forces:R:3:lowdin_charge:R:1
N 1.281 0.147 0.228 -2.8 -0.8 -0.1 -0.022
H 1.607 0.853 -0.432 -0.3 -0.3 -1.0 -0.026
H 0.823 0.795 0.864 0.0 -0.1 0.8 -0.064
I -2.120 0.934 -0.146 0.2 -0.1 -0.1 0.778
C -0.722 -0.598 -0.220 2.8 1.7 0.5 -1.329
S -0.870 -2.132 -0.294 0.0 -0.5 -0.1 0.664
```
Forces are in eV/Å.

Calculated values
Molecular weight (g/mol): 187.01
Relative energy (zero: lowest compared OMol25 entry of this formula, charge and spin) (eV): 3.101
Multiplicity: 1


6.
Entry from OMol25: a cluster of 2 separate species, CH2IP in total (wB97M-V/def2-TZVPD).

XYZ file:
```
5
Properties=species:S:1:pos:R:3:forces:R:3:lowdin_charge:R:1
C -1.399 0.160 0.482 -0.4 -0.7 0.5 -0.572
P -1.772 -0.946 -0.496 0.1 0.0 -0.6 0.679
H 1.687 0.308 -1.227 -0.4 0.2 -0.4 -0.383
I 2.778 -0.152 -0.185 0.4 -0.2 0.4 0.359
H -1.293 0.630 1.427 0.3 0.8 0.1 -0.083
```
Forces are in eV/Å.

Calculated values
SMILES string: C#P.I
Molecular weight (g/mol): 171.91
Relative energy (zero: lowest compared OMol25 entry of this formula, charge and spin) (eV): 1.420
Multiplicity: 1


7.
Entry from OMol25: a structure of composition CH2LiOPd (wB97M-V/def2-TZVPD).

XYZ file:
```
6
Properties=species:S:1:pos:R:3:forces:R:3:lowdin_charge:R:1
Pd -1.061 -1.960 -0.544 -3.5 -8.8 -2.3 0.874
O 0.432 -0.022 -0.763 0.8 1.5 0.5 -0.232
C -0.520 -0.491 -0.142 2.5 6.4 1.5 -0.638
H -1.046 -0.048 0.717 0.2 0.8 0.3 0.057
H 0.510 1.264 0.983 -0.4 0.3 0.7 0.159
Li 1.686 1.258 -0.251 0.5 -0.1 -0.8 0.781
```
Forces are in eV/Å.

Calculated values
Molecular weight (g/mol): 143.39
Relative energy (zero: lowest compared OMol25 entry of this formula, charge and spin) (eV): 0.676
Multiplicity: 3
Charge: +1


8.
Entry from OMol25: an isolated molecule of CH2N2 (wB97M-V/def2-TZVPD).

XYZ file:
```
5
Properties=species:S:1:pos:R:3:forces:R:3:lowdin_charge:R:1
C -0.002 -0.023 0.033 -0.3 0.3 -0.4 -0.365
N 1.208 0.128 0.003 -2.3 1.2 0.3 0.149
N -1.219 -0.132 0.002 2.2 -1.2 0.2 0.140
H 1.854 -0.585 -0.021 1.7 -1.6 0.0 0.035
H -1.841 0.612 -0.016 -1.3 1.3 0.0 0.042
```
Forces are in eV/Å.

Calculated values
SMILES string: N=C=N
Molecular weight (g/mol): 42.04
Relative energy (zero: lowest compared OMol25 entry of this formula, charge and spin) (eV): 0.466
Multiplicity: 1


9.
Entry from OMol25: an isolated molecule of CH2N2O2 (wB97M-V/def2-TZVPD).

XYZ file:
```
7
Properties=species:S:1:pos:R:3:forces:R:3:lowdin_charge:R:1
H 1.183 0.515 0.751 1.9 -0.7 1.0 0.019
N 0.341 0.958 0.515 -1.2 1.2 -0.3 0.086
C -0.782 -0.435 0.781 0.0 1.8 -0.2 -0.270
H 0.672 0.146 -2.010 -0.7 0.0 0.9 0.127
O -1.500 -0.627 1.668 -0.4 -1.4 0.4 0.207
N -0.277 0.013 -0.296 0.4 -0.3 -1.7 -0.202
O 0.363 -0.571 -1.409 -0.1 -0.7 -0.1 0.032
```
Forces are in eV/Å.

Calculated values
SMILES string: O=C1NN1O
Molecular weight (g/mol): 74.04
Relative energy (zero: lowest compared OMol25 entry of this formula, charge and spin) (eV): 6.378
Multiplicity: 1


10.
Entry from OMol25: an isolated molecule of CH2N2O2S (wB97M-V/def2-TZVPD).

XYZ file:
```
8
Properties=species:S:1:pos:R:3:forces:R:3:lowdin_charge:R:1
N 0.948 0.271 0.725 -0.4 -0.3 0.4 0.103
O -1.851 -0.486 -1.259 -0.5 -0.1 0.1 0.065
H 1.913 0.461 0.923 0.1 0.1 -0.2 0.120
S 0.914 0.498 -1.986 0.2 0.1 0.0 0.749
C 0.463 0.220 -0.493 -1.5 -0.5 -0.1 -0.813
O -1.501 -0.565 0.883 -0.7 -0.3 0.5 0.039
H 0.330 -0.040 1.474 0.1 0.1 -0.2 0.105
N -1.216 -0.358 -0.266 2.7 0.9 -0.5 -0.367
```
Forces are in eV/Å.

Calculated values
SMILES string: NC(=S)[N+](=O)[O-]
Molecular weight (g/mol): 106.11
Relative energy (zero: lowest compared OMol25 entry of this formula, charge and spin) (eV): 4.745
Multiplicity: 1


11.
Entry from OMol25: a structure of composition CH2N2O2S (wB97M-V/def2-TZVPD).

XYZ file:
```
8
Properties=species:S:1:pos:R:3:forces:R:3:lowdin_charge:R:1
C -1.348 -2.734 -0.271 4.7 2.6 1.0 -0.213
H -0.626 0.153 -0.120 0.3 -0.5 0.5 0.087
S 0.752 -1.684 0.073 -0.4 -0.6 2.3 0.673
N -2.243 -3.297 -0.685 -1.8 -1.0 -0.7 0.002
O 1.616 -1.920 -1.024 -0.5 -0.4 -0.9 -0.279
H 0.901 0.321 -0.714 -0.6 -0.4 1.1 0.102
O 1.241 -2.053 1.381 -1.6 0.0 -1.4 -0.285
N 0.357 -0.068 0.103 -0.1 0.3 -1.9 -0.087
```
Forces are in eV/Å.

Calculated values
Molecular weight (g/mol): 106.11
Relative energy (zero: lowest compared OMol25 entry of this formula, charge and spin) (eV): 5.236
Multiplicity: 1


12.
Entry from OMol25: a cluster of 2 separate species, CH2N2O2S in total (wB97M-V/def2-TZVPD).

XYZ file:
```
8
Properties=species:S:1:pos:R:3:forces:R:3:lowdin_charge:R:1
O -1.559 1.414 -0.116 0.0 0.1 -0.4 -0.008
H 0.480 -2.098 -0.376 -0.1 0.1 0.1 0.080
S 1.874 1.115 0.184 0.4 0.1 0.5 0.697
N 1.252 -1.586 0.014 0.7 2.0 0.9 0.129
N -1.007 0.217 0.319 -1.2 -0.6 -0.6 -0.150
H -0.809 2.029 -0.214 0.0 -0.2 0.5 0.068
O -1.693 -0.686 -0.010 0.4 0.6 0.5 0.043
C 1.462 -0.404 0.201 -0.2 -2.2 -1.5 -0.860
```
Forces are in eV/Å.

Calculated values
SMILES string: N=C=S.O=NO
Molecular weight (g/mol): 106.11
Relative energy (zero: lowest compared OMol25 entry of this formula, charge and spin) (eV): 4.919
Multiplicity: 1


13.
Entry from OMol25: an isolated molecule of CH2N2O2S (wB97M-V/def2-TZVPD).

XYZ file:
```
8
Properties=species:S:1:pos:R:3:forces:R:3:lowdin_charge:R:1
C -0.345 0.214 0.749 -1.0 -0.5 2.7 -0.286
N -0.595 1.024 1.683 0.6 0.9 0.9 -0.127
O 0.795 3.087 1.858 0.4 0.4 0.3 -0.524
O -0.172 2.054 -0.539 1.0 -4.9 -3.6 -0.221
H -0.333 -0.780 1.106 0.1 -1.5 -1.0 0.123
H -0.444 0.222 -1.327 0.1 -0.4 -0.2 0.160
S -0.483 2.667 1.254 -1.6 2.2 4.0 0.848
N -0.159 0.680 -0.474 0.3 3.8 -3.1 0.028
```
Forces are in eV/Å.

Calculated values
Molecular weight (g/mol): 106.11
Relative energy (zero: lowest compared OMol25 entry of this formula, charge and spin) (eV): 2.711
Multiplicity: 3


14.
Entry from OMol25: a cluster of 2 separate species, CH2N2O2S2 in total (wB97M-V/def2-TZVPD).

XYZ file:
```
9
Properties=species:S:1:pos:R:3:forces:R:3:lowdin_charge:R:1
S -0.758 -2.141 0.324 0.0 0.4 -0.1 0.725
H 0.224 1.032 -1.175 1.3 0.6 -1.6 0.022
O 0.775 0.762 1.998 0.7 -1.0 1.9 0.192
H -1.977 -1.575 0.438 0.3 0.2 0.1 -0.121
O 0.534 2.607 0.830 0.3 -1.2 0.5 0.144
C -0.023 -0.949 -0.761 1.6 -0.5 -2.4 -1.301
N 0.554 1.452 1.120 -1.9 1.0 -3.9 -0.236
N -0.265 0.345 -0.690 -1.3 -0.1 3.8 0.034
S 0.934 -1.533 -2.083 -1.0 0.6 1.7 0.541
```
Forces are in eV/Å.

Calculated values
Molecular weight (g/mol): 138.17
Relative energy (zero: lowest compared OMol25 entry of this formula, charge and spin) (eV): 5.379
Multiplicity: 1


15.
Entry from OMol25: a cluster of 2 separate species, CH2N2O2Si in total (wB97M-V/def2-TZVPD).

XYZ file:
```
8
Properties=species:S:1:pos:R:3:forces:R:3:lowdin_charge:R:1
H 0.618 -0.101 -1.413 0.5 1.0 -1.8 -0.048
Si 0.256 -0.122 -0.080 -3.0 0.5 1.6 1.046
H 0.489 0.755 1.089 0.0 -0.2 -0.4 -0.035
C -2.869 -0.489 0.020 0.7 -0.8 -0.4 -0.316
N 0.232 -1.885 0.062 -0.9 -2.4 2.5 -0.564
O 0.127 -2.422 -1.012 0.3 -0.2 -0.9 0.015
N -3.868 -1.099 -0.100 1.8 1.3 0.3 -0.115
O 0.114 -2.469 1.150 0.6 1.0 -1.0 0.016
```
Forces are in eV/Å.

Calculated values
Molecular weight (g/mol): 102.12
Relative energy (zero: lowest compared OMol25 entry of this formula, charge and spin) (eV): 4.912
Multiplicity: 1


16.
Entry from OMol25: a cluster of 2 separate species, CH2N2O3 in total (wB97M-V/def2-TZVPD).

XYZ file:
```
8
Properties=species:S:1:pos:R:3:forces:R:3:lowdin_charge:R:1
O 3.708 -0.798 0.378 0.9 -0.7 -0.3 0.121
O 2.607 -0.923 2.277 0.4 -0.7 0.5 0.109
C 0.030 0.178 0.289 0.0 1.7 -0.3 -0.198
N 2.936 -0.530 1.216 -1.4 1.4 -0.1 -0.257
H 0.205 -0.798 0.437 0.7 -3.6 0.5 0.064
N 1.053 1.086 0.556 1.8 0.8 -0.2 0.078
H -0.604 0.419 -0.506 -1.4 0.6 -0.8 0.096
O 0.085 0.939 1.469 -1.0 0.5 0.7 -0.013
```
Forces are in eV/Å.

Calculated values
Molecular weight (g/mol): 90.04
Relative energy (zero: lowest compared OMol25 entry of this formula, charge and spin) (eV): 5.682
Multiplicity: 1


17.
Entry from OMol25: an isolated molecule of CH2N2O3 (wB97M-V/def2-TZVPD).

XYZ file:
```
8
Properties=species:S:1:pos:R:3:forces:R:3:lowdin_charge:R:1
O 2.230 -0.681 0.501 1.5 -0.8 -0.2 0.113
N 1.288 -0.085 0.121 -2.8 -1.1 0.8 -0.382
O -1.730 -0.037 0.769 1.8 -1.0 -1.9 0.074
C -1.118 -0.856 0.110 -1.7 -0.2 2.8 -0.326
H 1.835 1.545 0.217 -0.2 0.8 0.4 0.114
O 0.172 -1.002 -0.251 1.1 0.0 -0.5 0.037
N 0.933 1.078 0.089 0.7 1.6 -1.0 0.217
H -1.486 -1.902 -0.046 -0.3 0.8 -0.6 0.154
```
Forces are in eV/Å.

Calculated values
SMILES string: [H]/N=[N+](\[O-])OC=O
Molecular weight (g/mol): 90.04
Relative energy (zero: lowest compared OMol25 entry of this formula, charge and spin) (eV): 2.678
Multiplicity: 1


18.
Entry from OMol25: a structure of composition CH2N2O3S (wB97M-V/def2-TZVPD).

XYZ file:
```
9
Properties=species:S:1:pos:R:3:forces:R:3:lowdin_charge:R:1
O 2.366 -1.217 0.212 0.0 0.3 -0.2 0.131
O -1.275 -0.573 -1.427 0.1 0.6 -1.2 -0.007
H -0.109 2.024 1.157 0.0 0.8 -0.1 -0.082
S -0.698 1.654 0.014 -0.3 -0.3 1.0 0.948
C -1.229 -0.694 -0.232 -2.4 -5.9 -0.5 -0.624
H -1.602 -1.759 0.237 0.9 2.3 -0.7 0.162
N 1.660 -0.285 0.017 -0.1 0.0 -0.1 -0.216
O 1.708 0.702 -0.644 0.9 -0.6 0.1 0.023
N -0.821 0.148 0.665 0.9 2.9 1.8 -0.335
```
Forces are in eV/Å.

Calculated values
Molecular weight (g/mol): 122.11
Relative energy (zero: lowest compared OMol25 entry of this formula, charge and spin) (eV): 5.129
Multiplicity: 1


19.
Entry from OMol25: a structure of composition CH2N2O3S (wB97M-V/def2-TZVPD).

XYZ file:
```
9
Properties=species:S:1:pos:R:3:forces:R:3:lowdin_charge:R:1
N -0.123 1.881 -0.092 0.8 -1.4 0.7 -0.054
N -1.092 1.131 0.001 0.7 0.9 0.2 -0.039
C -0.915 -0.289 0.097 -2.8 0.1 -0.4 -0.242
H -1.856 -0.522 0.732 1.9 -0.6 -1.1 0.150
O 1.995 -1.390 -0.833 1.1 -1.7 -3.3 -0.341
H -1.119 -0.503 -1.013 0.9 -1.0 1.6 0.155
O 1.120 1.308 0.011 1.5 -0.4 -0.6 -0.329
S 1.764 -0.707 0.341 -3.7 4.5 2.7 1.087
O 0.227 -0.909 0.756 -0.4 -0.4 0.2 -0.388
```
Forces are in eV/Å.

Calculated values
Molecular weight (g/mol): 122.11
Relative energy (zero: lowest compared OMol25 entry of this formula, charge and spin) (eV): 4.356
Multiplicity: 1


20.
Entry from OMol25: a structure of composition CH2N2O3S2 (wB97M-V/def2-TZVPD).

XYZ file:
```
10
Properties=species:S:1:pos:R:3:forces:R:3:lowdin_charge:R:1
N 0.990 -0.579 -0.822 -1.0 -1.0 -1.9 0.094
H -2.156 2.075 1.023 1.7 -0.5 -0.6 -0.083
O 2.889 0.424 0.079 1.8 0.5 0.8 0.257
C 2.007 -0.089 -0.417 -0.2 0.8 0.0 -0.344
O -0.498 -2.167 0.717 -0.6 -0.1 0.0 -0.257
O -1.490 -0.590 -0.969 -1.1 -0.7 -0.5 -0.333
H 0.466 -0.307 -1.656 0.8 -0.1 0.1 0.127
S -0.839 -0.872 0.257 1.0 1.4 1.7 0.550
N -0.543 0.299 1.236 -0.7 -1.8 0.0 -0.650
S -0.826 1.807 0.551 -1.7 1.5 0.5 0.639
```
Forces are in eV/Å.

Calculated values
Molecular weight (g/mol): 154.17
Relative energy (zero: lowest compared OMol25 entry of this formula, charge and spin) (eV): 1.225
Multiplicity: 1